{"formula": "C11H22Si", "method": "the ωB97M-V functional and the def2-TZVPD basis", "homo_energy_ev": -7.20, "smiles": "CC(C)=[Si](C(C)C)C(C)C.C#C", "charge": 0, "e_tot_ha": -721.58517, "symbols": ["C", "C", "C", "Si", "C", "C", "C", "C", "C", "C", "H", "H", "H", "H", "H", "H", "H", "H", "H", "H", "H", "H", "H", "H", "H", "H", "H", "H", "H", "H", "C", "C", "H", "H"], "xyz": [[0.980, -2.619, -1.696], [-0.022, -1.547, -1.649], [-1.004, -1.546, -2.749], [0.050, -0.187, -0.566], [-1.303, 1.209, -0.754], [-0.670, 2.424, -1.380], [-2.061, 1.556, 0.560], [1.430, 0.095, 0.817], [1.016, 0.912, 1.940], [2.819, 0.448, 0.249], [1.030, -3.289, -2.584], [1.938, -1.982, -1.603], [1.047, -3.405, -0.887], [-0.598, -1.714, -3.750], [-1.513, -0.616, -2.527], [-1.587, -2.477, -2.705], [-2.107, 1.089, -1.462], [-0.655, 2.290, -2.469], [-1.154, 3.356, -0.926], [0.493, 2.437, -1.015], [-1.303, 2.027, 1.324], [-2.453, 0.663, 1.104], [-2.930, 2.211, 0.312], [1.526, -0.959, 1.176], [0.059, 0.584, 2.323], [1.895, 0.840, 2.660], [0.779, 2.028, 1.603], [3.807, 0.289, 0.811], [2.892, 1.539, -0.034], [2.905, -0.035, -0.821], [-0.946, -1.610, 3.259], [-1.702, -1.330, 4.169], [-0.531, -1.889, 2.309], [-2.125, -0.794, 4.957]], "mulliken_charge": [-1.109, 0.926, -1.404, -0.473, 0.430, -1.206, -1.466, 0.840, -1.447, -1.210, 0.354, 0.162, 0.249, 0.353, 0.205, 0.365, 0.535, 0.330, 0.358, 0.152, 0.209, 0.321, 0.442, 0.313, 0.268, 0.407, 0.195, 0.347, 0.331, 0.200, -0.518, -0.253, 0.410, 0.384]}

***

{"formula": "C27H60F14N10O28S14", "method": "the ωB97M-V functional and the def2-TZVPD basis", "homo_energy_ev": -1.67, "charge": -4, "e_tot_ha": -10691.37647, "symbols": ["C", "C", "C", "N", "C", "C", "C", "C", "C", "C", "H", "H", "H", "H", "H", "H", "H", "H", "H", "H", "H", "H", "H", "H", "H", "H", "H", "H", "H", "H", "C", "C", "C", "N", "C", "C", "C", "C", "C", "C", "H", "H", "H", "H", "H", "H", "H", "H", "H", "H", "H", "H", "H", "H", "H", "H", "H", "H", "H", "H", "C", "C", "C", "N", "C", "C", "C", "C", "C", "C", "H", "H", "H", "H", "H", "H", "H", "H", "H", "H", "H", "H", "H", "H", "H", "H", "H", "H", "H", "H", "N", "S", "O", "O", "F", "S", "O", "O", "F", "N", "S", "O", "O", "F", "S", "O", "O", "F", "N", "S", "O", "O", "F", "S", "O", "O", "F", "N", "S", "O", "O", "F", "S", "O", "O", "F", "N", "S", "O", "O", "F", "S", "O", "O", "F", "N", "S", "O", "O", "F", "S", "O", "O", "F", "N", "S", "O", "O", "F", "S", "O", "O", "F"], "xyz": [[2.629, -0.800, -2.850], [1.576, -0.572, -1.713], [0.154, -0.227, -2.167], [-1.029, 0.049, -1.116], [-1.241, -1.036, -0.069], [-2.563, -0.917, 0.766], [-3.761, -0.609, -0.072], [-3.531, 0.550, -0.983], [-2.279, 0.333, -1.874], [-0.610, 1.339, -0.359], [3.636, -1.022, -2.498], [2.802, 0.085, -3.463], [2.408, -1.623, -3.529], [2.085, 0.168, -1.096], [1.419, -1.469, -1.113], [-0.236, -0.964, -2.870], [0.329, 0.768, -2.575], [-1.206, -2.063, -0.432], [-0.416, -0.962, 0.639], [-2.649, -1.875, 1.279], [-2.539, -0.253, 1.630], [-4.122, -1.513, -0.562], [-4.569, -0.291, 0.586], [-4.469, 0.758, -1.499], [-3.360, 1.403, -0.326], [-2.508, -0.547, -2.474], [-1.940, 1.175, -2.477], [0.427, 1.216, -0.045], [-1.159, 1.515, 0.566], [-0.663, 2.171, -1.060], [4.875, 1.590, -0.073], [5.331, 0.133, 0.059], [4.299, -0.631, 0.921], [4.414, -2.153, 0.999], [5.687, -2.405, 1.901], [5.922, -3.821, 2.472], [4.609, -4.384, 3.094], [3.343, -4.250, 2.224], [3.180, -2.718, 1.785], [4.397, -2.851, -0.297], [5.332, 2.095, -0.925], [5.024, 2.151, 0.850], [3.819, 1.645, -0.337], [6.352, 0.086, 0.437], [5.373, -0.303, -0.940], [3.285, -0.522, 0.536], [4.258, -0.252, 1.942], [5.828, -1.835, 2.820], [6.598, -2.083, 1.396], [6.673, -3.913, 3.257], [6.338, -4.511, 1.739], [4.500, -3.719, 3.950], [4.606, -5.432, 3.396], [2.497, -4.399, 2.894], [3.364, -4.944, 1.384], [3.047, -2.078, 2.657], [2.234, -2.504, 1.287], [4.961, -2.298, -1.049], [3.439, -3.123, -0.741], [5.065, -3.705, -0.190], [-6.880, 2.491, 1.758], [-5.318, 2.622, 1.997], [-4.965, 3.473, 3.292], [-3.440, 3.494, 3.572], [-2.548, 4.033, 2.355], [-2.780, 5.515, 2.155], [-2.663, 6.398, 3.394], [-3.513, 5.895, 4.470], [-3.382, 4.343, 4.812], [-2.853, 2.071, 3.854], [-7.286, 3.502, 1.736], [-7.332, 2.093, 2.667], [-7.129, 1.842, 0.918], [-4.891, 3.085, 1.107], [-4.826, 1.674, 2.216], [-5.517, 3.010, 4.110], [-5.339, 4.483, 3.124], [-2.761, 3.517, 1.419], [-1.495, 3.924, 2.614], [-3.745, 5.732, 1.698], [-2.043, 5.963, 1.489], [-2.997, 7.413, 3.180], [-1.620, 6.424, 3.711], [-4.540, 6.197, 4.266], [-3.435, 6.462, 5.398], [-4.040, 3.938, 5.580], [-2.384, 4.391, 5.249], [-2.684, 1.493, 2.945], [-3.605, 1.655, 4.524], [-1.932, 2.314, 4.385], [1.493, 0.098, 2.447], [0.833, -0.332, 3.990], [-0.620, -0.056, 4.257], [1.794, -0.241, 5.139], [0.824, -1.920, 3.751], [1.530, 1.576, 2.779], [2.373, 2.055, 3.853], [0.232, 2.218, 2.443], [2.397, 1.947, 1.458], [0.897, -5.067, -5.845], [2.202, -5.764, -6.563], [2.840, -6.854, -5.758], [3.049, -4.916, -7.428], [1.443, -6.612, -7.664], [1.733, -4.175, -4.965], [2.410, -2.999, -5.575], [2.280, -4.719, -3.708], [0.315, -3.640, -4.245], [-2.507, -5.558, -3.996], [-3.242, -4.256, -3.141], [-2.677, -2.931, -3.355], [-3.943, -4.603, -1.895], [-4.528, -4.166, -4.126], [-1.706, -5.996, -2.770], [-2.388, -6.923, -1.909], [-0.689, -5.093, -2.266], [-0.824, -7.121, -3.511], [-1.199, 2.002, -6.764], [-0.015, 2.460, -5.600], [1.366, 2.113, -5.877], [-0.433, 2.635, -4.236], [0.011, 3.968, -6.141], [-1.404, 0.690, -6.023], [-2.362, 0.808, -4.933], [-0.302, -0.293, -5.942], [-2.276, -0.036, -7.200], [-6.134, -2.660, 4.609], [-4.676, -3.038, 4.303], [-3.755, -3.068, 5.436], [-4.181, -2.577, 2.950], [-4.759, -4.695, 4.137], [-5.733, -1.011, 4.697], [-5.665, -0.228, 3.463], [-4.971, -0.452, 5.841], [-7.146, -0.565, 5.304], [-2.265, 6.334, -1.513], [-0.832, 5.948, -1.478], [-0.015, 6.144, -2.699], [-0.404, 4.822, -0.630], [-0.243, 7.199, -0.607], [-2.751, 4.926, -2.297], [-2.673, 3.673, -1.554], [-2.561, 4.868, -3.739], [-4.308, 5.185, -2.159], [7.235, -2.072, -2.732], [7.456, -0.779, -3.412], [8.208, -0.907, -4.673], [7.753, 0.525, -2.775], [5.923, -0.527, -3.981], [8.395, -1.933, -1.572], [8.165, -0.975, -0.503], [9.814, -2.235, -1.869], [7.897, -3.297, -0.922]], "mulliken_charge": [-0.834, 1.246, -0.546, 0.789, -0.321, -0.056, -1.140, 0.318, -0.746, 0.724, -0.213, 0.594, 0.008, -1.079, 0.174, 0.406, 0.204, 0.947, -0.039, 0.648, -0.852, 0.361, 0.455, 0.649, -0.669, 0.377, 0.511, -0.681, -0.343, 0.059, -1.452, 0.634, 0.322, 1.306, -0.581, -0.963, -0.759, -0.672, -0.712, -0.605, 0.439, 0.361, 0.107, 0.497, -0.612, -0.834, 0.559, 0.412, 0.230, 0.486, 0.363, 0.230, 0.456, 0.451, 0.394, 0.401, 0.155, -0.353, 0.434, 0.317, -1.674, 0.769, -1.005, 0.468, 0.556, -0.376, -0.893, -0.886, -0.524, -0.893, 0.426, 0.374, 0.392, 0.239, -0.268, 0.575, 0.364, -0.588, 0.320, 0.344, -0.004, 0.414, 0.327, 0.358, 0.466, 0.487, 0.375, -0.077, 0.308, 0.580, 0.234, 0.740, -0.379, -0.664, -0.267, 0.716, -0.683, -0.344, -0.297, -0.068, 1.036, -0.631, -0.601, -0.270, 0.974, -0.619, -0.591, -0.139, -0.406, 1.038, -0.372, -0.601, -0.379, 1.054, -0.682, -0.406, -0.335, -0.590, 1.068, -0.611, -0.317, -0.337, 1.148, -0.524, -0.474, -0.373, -0.501, 1.030, -0.606, -0.357, -0.350, 1.119, -0.402, -0.637, -0.335, -0.439, 1.045, -0.636, -0.452, -0.382, 1.187, -0.376, -0.577, -0.342, -0.109, 1.031, -0.698, -0.583, -0.251, 1.108, -0.525, -0.640, -0.287]}

***

{"formula": "C3H3FeN2O6S2", "method": "the ωB97M-V functional and the def2-TZVPD basis", "homo_energy_ev": [-12.75, -12.75], "s2": 6.0117, "spin_multiplicity": 5, "charge": 1, "e_tot_ha": -2736.28644, "symbols": ["C", "C", "S", "O", "O", "N", "S", "O", "O", "C", "O", "N", "O", "H", "H", "H", "Fe"], "xyz": [[0.547, 2.438, -2.503], [-0.161, 2.498, -1.264], [-0.947, 2.094, 0.430], [-2.426, 1.623, 0.292], [-0.904, 3.397, 1.310], [0.001, 0.895, 1.300], [0.119, -0.607, 0.385], [1.036, -0.469, -0.893], [-1.244, -1.159, -0.102], [0.985, -1.944, 1.440], [0.491, -3.260, 0.917], [1.123, -3.539, -0.266], [0.327, -3.991, -1.074], [1.409, 2.320, -3.320], [2.146, -1.809, 1.204], [0.778, -1.810, 2.591], [-3.279, 3.322, -0.448]], "mulliken_spin": [0.082, -0.038, -0.031, 0.134, 0.038, 0.016, 0.002, 0.002, 0.003, -0.001, 0.000, 0.000, 0.000, -0.001, 0.000, 0.000, 3.793]}

***

{"formula": "C5H10O", "method": "the ωB97M-V functional and the def2-TZVPD basis", "homo_energy_ev": -10.10, "smiles": "OCC1CCC1", "charge": 0, "e_tot_ha": -271.70960, "symbols": ["O", "C", "C", "C", "C", "C", "H", "H", "H", "H", "H", "H", "H", "H", "H", "H"], "xyz": [[-0.254, -2.504, 0.864], [-0.424, -1.136, 1.209], [-0.488, -0.234, -0.012], [-0.606, 1.323, 0.064], [0.471, 1.394, -1.050], [0.841, -0.067, -0.744], [0.627, -2.594, 0.474], [-1.401, -1.008, 1.662], [0.379, -0.844, 1.912], [-1.285, -0.617, -0.662], [-0.260, 1.754, 1.011], [-1.575, 1.781, -0.176], [0.023, 1.491, -2.044], [1.262, 2.141, -0.944], [1.646, -0.123, 0.000], [1.045, -0.757, -1.564]], "mulliken_charge": [-0.508, -0.818, 0.400, -0.691, -0.494, -0.800, 0.315, 0.324, 0.357, 0.210, 0.265, 0.292, 0.233, 0.310, 0.283, 0.321]}

***

{"formula": "C8H5ClN2O2", "method": "the ωB97M-V functional and the def2-TZVPD basis", "homo_energy_ev": [-9.76, -9.76], "charge": 0, "e_tot_ha": -1027.86196, "symbols": ["C", "C", "C", "C", "C", "C", "C", "C", "N", "N", "O", "O", "Cl", "H", "H", "H", "H", "H"], "xyz": [[-1.537, -0.333, -2.148], [2.085, 0.870, 1.073], [1.433, 1.644, 0.182], [1.835, -0.458, 1.315], [0.303, 1.046, -0.470], [0.808, -1.152, 0.620], [0.079, -0.336, -0.249], [-1.104, -0.858, -0.871], [-1.817, 0.183, -3.154], [-2.534, -0.229, 0.230], [-2.179, 0.532, 1.036], [-3.598, -0.734, 0.010], [-1.309, -2.574, -0.781], [2.904, 1.499, 1.503], [1.705, 2.652, 0.327], [2.552, -1.052, 1.836], [-0.459, 1.525, -0.995], [0.831, -2.224, 0.535]], "mulliken_charge": [0.080, -0.145, -0.817, -0.643, -0.281, -0.475, 0.384, 0.861, -0.448, 0.846, -0.484, -0.536, -0.161, 0.260, 0.354, 0.361, 0.478, 0.365]}

***

{"formula": "C30H30BrN7O2STl", "method": "the ωB97M-V functional and the def2-TZVPD basis", "homo_energy_ev": -7.98, "charge": 1, "e_tot_ha": -4839.32254, "symbols": ["Tl", "C", "C", "N", "N", "C", "N", "S", "C", "C", "C", "C", "C", "N", "H", "H", "H", "H", "H", "H", "H", "H", "H", "Br", "C", "C", "C", "C", "C", "C", "C", "C", "C", "C", "H", "H", "H", "H", "H", "H", "O", "C", "C", "C", "C", "N", "C", "C", "C", "C", "C", "C", "O", "C", "C", "N", "H", "H", "H", "H", "H", "H", "H", "H", "H", "H", "H", "H", "N", "H", "H", "H"], "xyz": [[-0.094, -0.516, 0.307], [-0.608, 1.646, -4.265], [-0.213, 0.580, -3.282], [-1.010, 0.145, -2.376], [-2.255, 0.816, -2.193], [-3.215, -0.161, -1.482], [-4.313, 0.463, -0.988], [-2.754, -1.679, -1.224], [1.159, 0.033, -3.238], [2.052, 0.183, -4.300], [3.351, -0.278, -4.164], [3.739, -0.849, -2.966], [2.788, -0.957, -1.957], [1.536, -0.555, -2.088], [-1.594, 1.430, -4.688], [0.088, 1.726, -5.091], [-0.653, 2.620, -3.769], [-4.698, 1.281, -1.435], [-4.982, -0.160, -0.563], [1.747, 0.628, -5.235], [4.050, -0.182, -4.984], [4.746, -1.211, -2.813], [3.057, -1.402, -1.005], [1.551, -3.304, 0.681], [2.740, -2.534, 1.979], [3.981, -3.092, 2.097], [4.846, -2.649, 3.116], [4.426, -1.707, 4.009], [3.146, -1.114, 3.894], [2.681, -0.174, 4.844], [1.442, 0.388, 4.722], [0.649, 0.103, 3.585], [1.045, -0.811, 2.644], [2.280, -1.485, 2.815], [4.293, -3.885, 1.432], [5.828, -3.095, 3.203], [5.063, -1.405, 4.833], [3.325, 0.076, 5.680], [1.073, 1.068, 5.485], [-0.289, 0.648, 3.467], [-2.430, 6.592, -1.318], [-3.361, 5.580, -0.989], [-2.590, 4.299, -0.814], [-2.856, 3.184, -1.603], [-2.069, 2.071, -1.382], [-1.111, 2.000, -0.503], [-0.815, 3.067, 0.242], [-1.550, 4.243, 0.105], [0.374, 2.929, 1.121], [0.626, 3.789, 2.180], [1.811, 3.661, 2.897], [2.096, 4.580, 4.061], [2.646, 5.817, 3.644], [2.715, 2.690, 2.494], [2.364, 1.844, 1.451], [1.217, 1.941, 0.797], [-2.889, 7.433, -1.407], [-4.114, 5.461, -1.775], [-3.874, 5.810, -0.048], [-3.624, 3.219, -2.370], [-2.691, 1.091, -3.085], [-1.296, 5.134, 0.664], [-0.095, 4.543, 2.470], [2.746, 4.069, 4.778], [1.162, 4.833, 4.564], [3.556, 5.688, 3.359], [3.665, 2.571, 2.999], [3.028, 1.047, 1.134], [-2.327, -1.053, 2.116], [-3.203, -0.542, 2.097], [-1.950, -0.995, 3.056], [-2.540, -2.029, 1.937]], "mulliken_charge": [0.906, -1.573, 0.549, -0.374, 0.988, 0.076, -0.238, -0.093, 0.544, -0.761, -0.461, -0.935, 0.149, 0.125, 0.365, 0.384, 0.295, 0.191, 0.283, 0.230, 0.443, 0.436, 0.326, -0.149, 0.283, -0.549, -0.631, -0.947, 0.948, -0.847, -1.214, -0.015, -0.764, 0.628, 0.459, 0.404, 0.382, 0.376, 0.475, 0.370, -0.534, -0.922, 0.222, -0.705, -0.580, 0.291, -0.140, -0.564, 0.506, -0.895, 1.092, -1.297, -0.504, -0.830, -0.242, -0.084, 0.334, 0.365, 0.347, 0.447, 0.605, 0.561, 0.334, 0.403, 0.407, 0.333, 0.420, 0.497, -0.521, 0.175, 0.200, 0.218]}

***

{"formula": "C3H3O3", "method": "the ωB97M-V functional and the def2-TZVPD basis", "homo_energy_ev": [-13.56, -13.55], "charge": 1, "e_tot_ha": -341.33192, "symbols": ["C", "C", "C", "O", "O", "O", "H", "H", "H"], "xyz": [[2.164, 0.401, 0.025], [-1.246, -0.336, -0.180], [0.855, 0.491, 0.176], [1.509, -0.855, -0.191], [-0.430, 0.592, 0.237], [-2.530, -0.233, -0.137], [3.222, 0.651, 0.312], [-0.771, -1.207, -0.677], [-2.773, 0.495, 0.435]], "mulliken_charge": [-0.194, 0.261, 0.654, -0.396, -0.260, -0.266, 0.350, 0.461, 0.390]}

***

Copy entry 4 word for word.
{"formula": "C5H10O", "method": "the ωB97M-V functional and the def2-TZVPD basis", "homo_energy_ev": -10.10, "smiles": "OCC1CCC1", "charge": 0, "e_tot_ha": -271.70960, "symbols": ["O", "C", "C", "C", "C", "C", "H", "H", "H", "H", "H", "H", "H", "H", "H", "H"], "xyz": [[-0.254, -2.504, 0.864], [-0.424, -1.136, 1.209], [-0.488, -0.234, -0.012], [-0.606, 1.323, 0.064], [0.471, 1.394, -1.050], [0.841, -0.067, -0.744], [0.627, -2.594, 0.474], [-1.401, -1.008, 1.662], [0.379, -0.844, 1.912], [-1.285, -0.617, -0.662], [-0.260, 1.754, 1.011], [-1.575, 1.781, -0.176], [0.023, 1.491, -2.044], [1.262, 2.141, -0.944], [1.646, -0.123, 0.000], [1.045, -0.757, -1.564]], "mulliken_charge": [-0.508, -0.818, 0.400, -0.691, -0.494, -0.800, 0.315, 0.324, 0.357, 0.210, 0.265, 0.292, 0.233, 0.310, 0.283, 0.321]}